Run 1
Entry from the OMol25 dataset: an isolated molecule of C6H11NO3 (the ωB97M-V functional and the def2-TZVPD basis).

Last columns: bonded neighbours and bond lengths (Å).
Atoms and positions in Å:
1 C -1.1476 0.3681 -0.8311  C2 1.552, C4 1.525, O8 1.407, H13 1.100
2 C -1.2618 -0.8161 0.1653  C1 1.552, C5 1.697, O9 1.342, H14 1.095
3 C 1.2980 1.2656 -1.0721  C4 1.489, H17 1.087, H18 1.094, H19 1.090
4 C 0.3071 0.1677 -1.2420  C1 1.525, C3 1.489, O10 1.254
5 C 0.1415 -0.6143 1.0975  C2 1.697, N6 1.389, C7 1.332
6 N 0.1832 0.5455 1.8603  C5 1.389, H15 1.010, H16 1.008
7 C 0.9915 -1.6287 1.2483  C5 1.332, H20 1.080, H21 1.076
8 O -1.4541 1.5881 -0.1999  C1 1.407, H11 0.962
9 O -1.2601 -1.9814 -0.5013  C2 1.342, H12 1.161
10 O 0.5530 -0.9013 -1.8497  C4 1.254
11 H -1.3719 2.3065 -0.8352  O8 0.962
12 H -0.3545 -1.8507 -1.2160  O9 1.161
13 H -1.8126 0.1743 -1.6850  C1 1.100
14 H -2.0792 -0.6801 0.8810  C2 1.095
15 H 0.6603 0.4660 2.7471  N6 1.010
16 H -0.6747 1.0728 1.9022  N6 1.008
17 H 2.2982 0.9014 -1.2902  C3 1.087
18 H 1.0478 2.0872 -1.7498  C3 1.094
19 H 1.2404 1.6496 -0.0536  C3 1.090
20 H 1.7504 -1.6285 2.0174  C7 1.080
21 H 0.9452 -2.4917 0.6066  C7 1.076

Calculated values
- Frontier orbital gap: 8.64 eV
- LUMO energy: 0.422 eV
- SMILES string: C=C(N)[C@H](O)[C@@H](O)C(C)=O
- Spin multiplicity: 1
- Total charge: 0

Charges obtained by natural (NBO) population analysis, quoted in units of e: C -0.06; C 0.11; C -0.74; C 0.65; C 0.13; N -0.85; C -0.51; O -0.72; O -0.73; O -0.60; H 0.48; H 0.50; H 0.20; H 0.20; H 0.38; H 0.39; H 0.25; H 0.24; H 0.27; H 0.19; H 0.22



Run 2
Entry from the OMol25 dataset: a cluster of 2 separate species, C6H11NO3 in total (the ωB97M-V functional and the def2-TZVPD basis).

Last columns: bonded neighbours and bond lengths (Å).
Atoms and positions in Å:
1 C -0.0265 -0.5457 0.0492  C2 1.524, C3 1.528, C4 1.540, C5 1.758
2 C 1.4875 -0.6875 -0.0554  C1 1.524, H13 1.091, H14 1.086, H15 1.091
3 C -0.7290 -0.5086 -1.3068  C1 1.528, H16 1.089, H17 1.090, H18 1.085
4 C -0.5751 -1.7581 0.8252  C1 1.540, H19 1.090, H20 1.088, H21 1.091
5 C -0.4654 0.7127 1.1951  C1 1.758, O8 1.350, O10 1.199
6 C 0.4804 2.3571 -0.5882  O7 1.194, N9 1.192
7 O -0.1963 2.6733 0.3437  C6 1.194
8 O -1.8051 0.8700 1.1480  C5 1.350, H11 0.973
9 N 1.1095 2.2422 -1.5941  C6 1.192, H12 1.006
10 O 0.2018 0.8071 2.1866  C5 1.199
11 H -2.1131 1.0595 2.0509  O8 0.973
12 H 1.8486 2.7840 -2.0090  N9 1.006
13 H 1.7436 -1.6657 -0.4663  C2 1.091
14 H 1.9244 0.0284 -0.7448  C2 1.086
15 H 1.9521 -0.5964 0.9274  C2 1.091
16 H -1.7962 -0.3294 -1.1888  C3 1.089
17 H -0.6029 -1.4679 -1.8080  C3 1.090
18 H -0.3077 0.2236 -1.9871  C3 1.085
19 H -1.6617 -1.7243 0.8990  C4 1.090
20 H -0.1604 -1.8023 1.8306  C4 1.088
21 H -0.3085 -2.6720 0.2927  C4 1.091

Calculated values
- Frontier orbital gap: 10.13 eV
- LUMO energy: 0.611 eV
- SMILES string: CC(C)(C)C(=O)O.N=C=O
- Spin multiplicity: 1
- Total charge: 0

Charges obtained by natural (NBO) population analysis, quoted in units of e: C -0.08; C -0.64; C -0.64; C -0.62; C 0.81; C 0.89; O -0.51; O -0.71; N -0.77; O -0.63; H 0.49; H 0.44; H 0.21; H 0.21; H 0.23; H 0.22; H 0.21; H 0.22; H 0.22; H 0.22; H 0.21



Least stable structure: run 1